# 1
Formula: H24O12
Source: OMol25
Level of theory: wB97M-V/def2-TZVPD

Geometry as XYZ:
```
36
Properties=species:S:1:pos:R:3:forces:R:3
O 0.957 3.070 1.885 1.244 -1.550 -2.238
O -2.202 2.249 -2.636 -0.296 -0.951 2.654
H 1.793 -0.869 -2.419 -1.015 -0.135 -0.411
H 3.230 -1.185 -2.746 0.456 -0.218 -0.318
O -2.152 -0.521 -3.052 1.512 3.814 4.484
H 0.908 1.666 2.187 0.918 -0.985 2.582
H -2.067 0.258 4.016 -2.172 1.022 2.065
O 1.744 -2.682 1.992 1.328 -1.898 4.683
O 1.593 1.957 -0.667 -1.728 1.099 -4.214
H -1.985 2.430 -3.526 0.558 -0.339 -1.403
H -1.930 0.027 1.296 2.558 1.438 -3.701
O -0.362 0.244 0.059 -1.479 -2.042 -4.091
H 0.615 3.840 1.597 -2.123 5.016 -0.490
H 0.054 -2.950 -1.109 0.271 1.138 -0.639
H 0.509 0.450 2.867 0.989 0.453 1.515
H -3.018 -0.447 -2.682 -0.986 0.542 0.811
H 2.439 -0.638 0.856 4.714 3.251 2.276
H 0.960 2.710 0.950 0.855 -0.167 0.828
O 1.722 -1.165 0.886 -0.965 10.729 -8.707
H -0.775 -0.239 -0.886 2.160 1.674 4.155
O 2.662 -0.861 -2.056 0.653 0.342 0.892
H 0.550 -0.158 0.217 -1.892 0.389 0.180
H -0.290 -2.352 -2.457 -0.930 -0.350 -1.623
H -1.926 1.340 -2.342 -0.187 1.678 -1.276
H 1.728 -1.203 -0.045 -0.541 -1.472 -2.999
H -2.310 -1.108 -3.671 -0.628 -4.659 -5.280
O -2.644 -0.077 1.857 -10.259 -4.818 -8.403
H 0.773 1.375 -0.770 1.145 0.998 0.548
H 1.367 -3.461 1.815 -2.064 -5.141 -0.316
O 0.141 -2.130 -1.663 0.491 -0.870 2.297
H 1.356 -1.926 1.372 -1.425 -6.076 4.732
H -1.846 -0.166 2.526 2.164 -0.482 4.667
H 1.523 2.481 -1.608 0.578 -1.720 3.582
H -2.872 -1.094 1.573 0.162 3.502 1.057
O 1.216 1.147 2.990 -1.629 -2.468 -1.988
O -1.450 -0.010 3.410 7.563 -0.741 4.089
```
Positions in Å, forces in eV/Å.

Summary:
E_LUMO ... -1.0 eV
Charge ... 0
HOMO-LUMO gap ... 0.280 hartree
Energy above the lowest of the compared OMol25 structures with the same formula, charge and spin ... 302.0 kcal/mol
DFT total energy ... -916.84404 Eh

These are the natural (NBO) partial charges, in e, on atoms 1 to 6: O -0.92; O -0.96; H 0.47; H 0.48; O -0.94; H 0.45


# 2
Formula: C6H9NO4
Source: OMol25
Level of theory: wB97M-V/def2-TZVPD

Geometry as XYZ:
```
20
Properties=species:S:1:pos:R:3:forces:R:3
H 1.164 1.218 0.426 -0.128 -0.141 0.130
C -1.634 0.845 -0.971 -0.505 0.773 -0.277
H -0.200 -0.648 0.853 -0.128 -0.075 -0.101
C 1.269 0.405 -0.299 0.131 -0.320 0.149
H -3.232 0.185 2.874 -0.273 -0.155 -0.019
H 0.584 1.916 -1.687 -0.137 0.008 -0.088
N 1.683 -1.517 1.218 -0.835 -0.161 -0.042
O -2.616 -0.101 -0.624 0.554 -0.067 0.066
H 1.193 0.433 -2.428 -0.209 -0.143 -0.053
H 3.151 0.678 0.102 0.087 -0.229 0.059
O -1.705 1.981 -0.623 0.295 -0.343 0.246
C 0.597 0.830 -1.610 0.541 0.284 -0.186
H 0.405 -1.591 -0.501 0.100 0.027 -0.081
C -3.175 0.034 1.824 0.284 0.173 -0.034
O 2.652 0.245 -0.593 -0.194 0.374 -0.411
H 1.190 -1.697 2.087 0.203 0.062 0.073
C 0.702 -0.904 0.291 0.233 0.367 0.276
C -2.941 -0.019 0.653 -0.048 0.025 -0.231
O -0.735 0.304 -1.778 -0.304 -0.572 0.536
H 1.894 -2.444 0.867 0.333 0.113 -0.012
```
Positions in Å, forces in eV/Å.

Summary:
E_LUMO ... 0.7 eV
Charge ... 0
HOMO-LUMO gap ... 0.389 hartree
Energy above the lowest of the compared OMol25 structures with the same formula, charge and spin ... 93.7 kcal/mol
DFT total energy ... -589.63649 Eh

These are the natural (NBO) partial charges, in e, on atoms 1 to 6: H 0.17; C 0.99; H 0.19; C 0.06; H 0.24; H 0.21


# 3
Formula: C32H47IrN2OP2Te4
Source: OMol25
Level of theory: wB97M-V/def2-TZVPD

Geometry as XYZ:
```
89
Properties=species:S:1:pos:R:3:forces:R:3
H -2.271 0.108 -3.949 0.011 -0.008 0.005
C 1.571 -0.066 1.855 -0.052 0.077 0.002
C 3.186 2.113 2.285 -0.002 0.015 -0.016
C -0.191 -4.039 2.285 -0.014 -0.006 0.019
H -3.960 -0.938 0.871 0.008 0.000 -0.009
H -4.832 1.339 -1.401 0.019 0.020 -0.008
H -4.484 0.348 1.952 0.001 -0.006 0.003
H -1.235 -3.788 2.441 -0.002 -0.007 -0.012
H 5.682 -0.323 -2.449 -0.002 0.005 -0.004
H -3.762 2.770 1.464 -0.001 0.004 -0.001
H -5.005 0.346 0.278 -0.007 0.002 0.009
C 1.114 -0.284 -3.245 -0.042 0.033 0.124
C 2.312 2.123 1.216 0.011 -0.006 0.013
H 2.119 2.926 -1.280 -0.003 0.003 0.021
H 2.485 -0.878 3.621 0.001 0.005 0.004
H -1.146 -0.015 5.049 -0.002 -0.001 -0.001
H 0.896 0.784 -3.227 -0.023 0.017 0.029
C -4.455 0.861 -2.297 -0.021 -0.027 0.009
Ir -0.175 -1.037 -0.535 0.520 0.804 0.179
H -2.518 2.536 -2.873 0.000 0.003 -0.005
H -2.580 -1.864 2.161 -0.002 0.000 -0.010
H -2.030 5.256 -3.585 0.002 0.002 0.001
H 2.241 3.021 0.627 -0.003 -0.004 -0.016
H 0.788 -2.608 3.522 0.029 0.040 -0.010
H 5.343 0.921 3.885 0.001 0.000 -0.001
H -0.101 -4.464 1.287 0.007 -0.009 -0.010
H 3.678 0.171 -3.856 -0.001 -0.005 -0.002
H -0.034 -1.354 4.862 0.001 0.004 0.010
H 4.281 1.958 4.826 0.000 0.000 0.001
H 0.085 -4.814 3.003 -0.001 0.008 0.009
H 4.144 0.205 4.958 0.000 0.000 0.000
P 0.213 -1.243 1.724 0.043 -0.224 -0.110
H 3.789 2.997 2.464 -0.003 0.002 -0.003
C 2.172 -3.346 2.090 -0.014 -0.004 -0.022
Te -0.622 -5.413 -1.713 -0.047 0.043 0.072
H -3.033 -0.913 3.586 -0.007 -0.001 -0.011
C -0.969 -0.635 3.014 -0.025 -0.022 -0.025
N 0.673 0.851 -0.158 -0.092 -0.040 0.000
H -5.288 0.325 -2.755 -0.009 -0.001 0.019
C -0.365 -0.422 4.404 0.003 0.004 -0.005
O -0.034 -0.955 -2.737 -0.164 0.208 0.059
C -1.250 4.624 -4.011 0.000 -0.004 0.004
H -0.013 -1.891 -3.006 -0.043 -0.104 -0.116
H -2.261 -1.563 -3.351 -0.012 -0.009 -0.012
N 2.115 -1.176 -1.211 -0.181 -0.235 0.045
C 4.325 1.025 4.264 -0.006 -0.008 0.003
C 3.196 -1.452 -0.475 -0.001 0.041 0.049
C -1.512 2.631 -2.493 0.006 0.008 0.007
H 2.425 -4.190 2.734 -0.020 -0.022 -0.019
C -3.329 -0.163 -2.064 0.021 0.055 0.026
H 1.242 4.514 -2.893 0.001 -0.001 0.001
H -3.729 -0.883 -4.031 -0.001 0.016 -0.005
C -2.849 -0.656 -3.427 0.006 0.017 -0.010
H -0.462 5.277 -4.384 0.000 -0.001 -0.003
C -2.939 0.989 0.597 0.000 0.069 -0.034
H 3.016 -1.917 0.475 -0.004 0.012 -0.021
H 5.312 -1.414 -0.220 -0.005 -0.001 0.006
C 3.323 1.019 3.142 0.016 0.002 0.008
C 0.772 -2.863 2.458 -0.010 0.018 0.027
C -2.232 -1.491 3.123 0.001 0.005 0.012
H -3.909 2.753 -0.289 0.004 0.003 0.002
H -3.771 -1.014 -1.535 0.013 -0.025 -0.016
C -3.256 2.486 0.540 -0.005 -0.002 0.004
H 2.198 -3.709 1.060 0.012 0.009 -0.004
H -2.046 -2.352 3.765 -0.004 0.007 0.011
C 1.077 2.865 -1.552 0.011 -0.015 -0.019
H 2.941 -2.589 2.232 0.016 -0.021 0.043
C 2.317 -0.599 -2.403 -0.003 0.076 -0.002
C 4.687 -0.560 -2.100 -0.009 0.007 -0.005
C -1.046 1.741 -1.535 0.007 -0.006 -0.013
C -4.164 0.132 0.933 0.007 -0.001 0.019
C 2.469 -0.046 2.924 0.014 -0.015 -0.017
H -1.215 0.361 2.648 -0.009 0.001 -0.001
H -2.216 0.862 1.395 0.005 0.007 0.021
C 4.487 -1.163 -0.870 0.004 -0.009 -0.008
Te 1.788 -3.393 -4.534 0.010 -0.249 -0.185
H -4.163 1.636 -3.002 -0.008 -0.014 -0.022
H 1.278 -0.586 -4.281 0.001 0.068 0.029
Te 1.843 -4.497 -2.173 0.249 -0.220 0.019
C 1.517 0.998 0.925 -0.029 -0.073 0.042
C -0.716 3.660 -2.987 -0.001 -0.005 -0.002
H -2.349 3.083 0.454 0.002 -0.005 0.004
C 0.583 3.748 -2.502 0.000 0.002 0.008
P -2.006 0.355 -0.859 -0.116 -0.142 0.002
H 0.461 0.285 4.399 0.006 -0.001 -0.007
Te -1.786 -3.107 -0.778 -0.064 -0.186 -0.138
H -1.683 4.099 -4.863 -0.002 -0.001 0.002
C 3.579 -0.280 -2.877 0.008 -0.004 0.017
C 0.267 1.851 -1.032 -0.005 0.027 -0.059
```
Positions in Å, forces in eV/Å.

Summary:
E_LUMO (alpha / beta) ... -2.8 / -4.4 eV
Charge ... +1
HOMO-LUMO gap (alpha / beta) ... 0.242 / 0.181 hartree
Energy above the lowest of the compared OMol25 structures with the same formula, charge and spin ... 11.9 kcal/mol
DFT total energy ... -3291.34583 Eh
Expectation value of S² ... 0.7571
Multiplicity ... 2

These are the Mulliken partial charges, in e, on atoms 1 to 6: H 0.17; C -0.32; C -1.34; C -1.38; H 0.31; H 0.28


Computed max |F|, in the same sequence as the records: 0.2744, 0.0187, 0.0189 Eh/bohr.